C35H57OPRuS3 as an isolated structure in a non-equilibrium geometry. Source: OMol25; level of theory: the ωB97M-V functional and the def2-TZVPD basis.

* spin multiplicity: 2
* total charge: +1
* gap between HOMO and LUMO (alpha / beta): 6.59 / 6.15 eV
* expectation value of S²: 1.1495
* lowest unoccupied orbital energy (alpha / beta): -3.14 / -3.87 eV
* highest occupied orbital energy (alpha / beta): -0.358 / -0.368 Eh

Positions of all 98 atoms, in Å:
Ru 0.848 -0.110 0.021
C 3.428 -2.242 3.780
C 2.940 -1.669 2.480
S 1.276 -1.267 2.468
C 3.761 -1.480 1.393
C 5.195 -1.907 1.381
S 3.266 -0.731 -0.079
H 2.590 -2.358 4.461
H 4.149 -1.565 4.237
H 3.897 -3.215 3.642
H 5.432 -2.556 2.217
H 5.850 -1.037 1.409
H 5.413 -2.428 0.449
C 0.291 -3.989 -3.875
C 0.675 -2.531 -3.600
C 2.196 -2.383 -3.498
C -0.016 -2.020 -2.360
C -1.079 -1.125 -2.452
C -1.750 -0.635 -1.333
C -3.085 0.035 -1.578
C -4.111 -1.086 -1.811
C -3.078 0.975 -2.794
C -1.301 -1.002 -0.026
C -0.467 -2.184 0.049
C 0.240 -2.570 -1.105
C -0.622 -3.239 1.133
C -1.739 -4.182 0.650
C 0.627 -4.095 1.388
C -1.926 -0.410 1.218
C -3.001 -1.105 1.767
C -3.684 -0.668 2.886
C -3.322 0.527 3.474
C -2.264 1.244 2.948
C -1.523 0.795 1.857
P -0.110 1.860 1.259
C 0.986 2.572 2.689
C 2.099 1.580 3.027
C 0.272 2.940 3.985
C 1.702 3.788 2.097
C -1.032 3.386 0.527
C -2.206 2.791 -0.238
C -1.589 4.422 1.499
C -0.117 4.023 -0.526
H 0.659 -4.291 -4.853
H -0.791 -4.108 -3.858
H 0.723 -4.650 -3.129
H 0.317 -1.936 -4.447
H 2.610 -3.133 -2.830
H 2.468 -1.401 -3.109
H 2.653 -2.514 -4.476
H -1.434 -0.842 -3.431
H -3.404 0.574 -0.686
H -3.823 -1.690 -2.668
H -5.093 -0.654 -1.996
H -4.182 -1.735 -0.941
H -3.278 0.418 -3.708
H -2.120 1.478 -2.908
H -3.851 1.734 -2.690
H 0.896 -3.428 -1.036
H -0.941 -2.768 2.067
H -1.456 -4.641 -0.295
H -2.677 -3.659 0.486
H -1.905 -4.960 1.391
H 0.632 -4.978 0.753
H 0.640 -4.428 2.422
H 1.546 -3.546 1.208
H -3.334 -2.012 1.292
H -4.495 -1.257 3.284
H -3.858 0.906 4.330
H -2.018 2.192 3.393
H 1.728 0.756 3.630
H 2.879 2.086 3.596
H 2.558 1.187 2.114
H -0.122 2.056 4.480
H -0.524 3.663 3.841
H 0.999 3.393 4.658
H 2.143 3.521 1.137
H 2.508 4.089 2.763
H 1.050 4.643 1.975
H -2.955 2.380 0.435
H -1.823 2.013 -0.888
H -2.691 3.551 -0.849
H -2.335 3.980 2.156
H -2.094 5.198 0.924
H -0.836 4.915 2.103
H 0.391 3.233 -1.076
H 0.626 4.690 -0.106
H -0.717 4.602 -1.227
C 2.150 3.185 -3.409
S 2.156 1.361 -3.217
C 1.044 1.045 -4.642
O 1.291 1.112 -2.023
H 2.612 3.431 -4.357
H 2.728 3.612 -2.597
H 1.131 3.551 -3.368
H 1.490 1.463 -5.537
H 0.076 1.489 -4.441
H 0.941 -0.027 -4.754

C26H49GaO8S3 as an isolated structure in a non-equilibrium geometry. Source: OMol25; level of theory: the ωB97M-V functional and the def2-TZVPD basis.

* total charge: -2
* gap between HOMO and LUMO: 3.00 eV
* lowest unoccupied orbital energy: 3.34 eV
* highest occupied orbital energy: 0.012 Eh

Positions of all 87 atoms, in Å:
C 1.631 -6.102 -0.663
C 1.473 -5.045 -1.267
Ga 1.316 -3.152 -2.151
C -0.214 -2.081 -1.276
C 0.222 -1.246 -0.010
C 1.109 0.026 -0.323
C 2.176 0.238 0.848
C 3.649 0.478 0.323
C 0.822 -3.428 -4.145
C 0.147 -2.167 -4.816
C 1.138 -0.925 -4.942
C 2.548 -1.324 -5.508
C 3.503 -0.115 -5.847
C 3.395 1.133 -4.873
C 3.167 -2.260 -1.873
O 3.955 -2.784 -1.023
O 3.564 -1.153 -2.500
H 2.033 -6.972 -0.112
H -0.995 -2.840 -0.945
H -0.747 -1.416 -2.009
H 0.703 -1.953 0.731
H -0.737 -0.893 0.498
H 1.574 0.034 -1.344
H 0.426 0.927 -0.268
H 2.210 -0.652 1.534
H 1.882 1.167 1.435
H 4.054 -0.438 -0.190
H 3.744 1.412 -0.294
H 4.304 0.631 1.244
H 0.027 -4.246 -4.145
H 1.670 -3.863 -4.758
H -0.782 -1.871 -4.244
H -0.202 -2.446 -5.855
H 0.654 -0.049 -5.462
H 1.308 -0.590 -3.870
H 3.038 -2.104 -4.859
H 2.350 -1.860 -6.496
H 4.561 -0.513 -5.760
H 3.417 0.247 -6.916
H 2.764 0.971 -3.967
H 4.440 1.344 -4.487
H 3.112 2.034 -5.485
C -5.656 0.675 -1.248
C -4.934 2.010 -1.459
C -3.448 1.701 -1.666
S -3.372 0.056 -2.374
O -2.734 -0.818 -1.428
O -2.945 0.148 -3.747
C -5.132 -0.256 -2.336
H -6.740 0.787 -1.304
H -5.408 0.274 -0.261
H -5.336 2.504 -2.349
H -5.081 2.686 -0.615
H -2.981 2.409 -2.350
H -2.906 1.686 -0.720
H -5.318 -1.308 -2.127
H -5.539 0.012 -3.313
C 1.602 5.216 4.384
C 0.981 4.237 5.388
C -0.296 3.678 4.753
S -0.044 3.732 2.987
O -0.977 4.674 2.411
O 0.089 2.385 2.498
C 1.570 4.497 3.038
H 2.618 5.496 4.665
H 1.001 6.130 4.337
H 1.684 3.422 5.580
H 0.766 4.717 6.345
H -0.480 2.645 5.045
H -1.162 4.296 4.991
H 1.690 5.166 2.188
H 2.317 3.702 3.000
C -0.481 -2.162 4.272
C -1.406 -2.665 5.387
C -2.068 -1.438 6.023
S -2.135 -0.188 4.738
O -1.280 0.914 5.122
O -3.508 0.012 4.337
C -1.296 -1.143 3.486
H -0.136 -2.976 3.633
H 0.398 -1.681 4.711
H -2.173 -3.316 4.958
H -0.861 -3.248 6.132
H -3.079 -1.656 6.366
H -1.473 -1.043 6.847
H -0.683 -0.487 2.867
H -2.056 -1.633 2.876

One molecule with the formula C20H22FN3O5. Source: OMol25; level of theory: the ωB97M-V functional and the def2-TZVPD basis.

* SMILES: Cn1c(N)c(C(=O)COC(=O)C2(c3ccccc3F)CCCC2)c(=O)n(C)c1=O
* energy above the lowest of the compared OMol25 structures with the same formula, charge and spin: 0.00 kJ/mol
* gap between HOMO and LUMO: 9.35 eV
* lowest unoccupied orbital energy: 0.40 eV
* highest occupied orbital energy: -0.329 Eh

Positions of all 51 atoms, in Å:
C -2.764 5.066 -1.700
N -1.528 4.313 -1.805
C -1.496 2.984 -1.507
N -2.625 2.382 -1.145
C -0.290 2.267 -1.589
C -0.260 0.882 -1.168
O -1.271 0.243 -0.884
C 1.095 0.205 -1.051
O 0.997 -1.025 -0.353
C 0.649 -0.927 0.936
O 0.417 0.124 1.476
C 0.696 -2.283 1.633
C -0.257 -3.266 0.993
C -1.286 -2.853 0.152
C -2.176 -3.756 -0.402
C -2.073 -5.107 -0.123
C -1.080 -5.546 0.732
C -0.202 -4.629 1.278
F 0.729 -5.115 2.133
C 0.365 -2.099 3.131
C 1.717 -1.865 3.795
C 2.628 -2.844 3.063
C 2.189 -2.729 1.601
C 0.900 2.929 -2.066
O 1.983 2.406 -2.243
N 0.746 4.293 -2.358
C 1.906 5.030 -2.832
C -0.400 5.017 -2.236
O -0.461 6.197 -2.492
H -2.537 6.087 -2.006
H -3.524 4.654 -2.365
H -3.124 5.078 -0.670
H -3.467 2.892 -0.954
H -2.508 1.391 -0.894
H 1.488 -0.030 -2.041
H 1.796 0.872 -0.541
H -1.396 -1.807 -0.079
H -2.956 -3.397 -1.056
H -2.763 -5.814 -0.557
H -0.974 -6.588 0.990
H -0.323 -1.267 3.273
H -0.092 -3.007 3.524
H 1.687 -2.039 4.870
H 2.042 -0.839 3.615
H 3.685 -2.614 3.189
H 2.448 -3.855 3.429
H 2.317 -3.661 1.056
H 2.786 -1.971 1.092
H 1.698 5.451 -3.815
H 2.738 4.331 -2.886
H 2.133 5.842 -2.143

Question: Number 1 is which compound?
Answer: C35H57OPRuS3